Record 1
The following is a quantum chemistry calculation of an isolated molecule of C14H25N3O3, from OMol25.

Results
HOMO energy   -9.000 eV
E_LUMO   0.57 eV
ΔE to the lowest compared entry with this formula, charge and spin   74.4 kJ/mol
Kohn-Sham gap   0.352 Eh
E   -938.4891 Eh
Net charge   0
SMILES   CCCCC[C@H]1C[C@@H](CC/C(C)=N/NC(N)=O)C(=O)O1

Each line ends with the natural charge from an NBO analysis.
Cartesian coordinates (Å):
C: -4.32777 0.83376 -1.54750  -0.612
C: -4.54970 -0.35525 -0.62002  -0.394
C: -4.77667 0.04948 0.83802  -0.388
C: -3.63274 0.83917 1.47499  -0.402
C: -2.32475 0.05430 1.54487  -0.414
C: -1.21121 0.87256 2.19588  0.105
C: 0.11704 0.10205 2.33075  -0.432
C: 1.17517 1.04158 1.75259  -0.326
C: 2.14116 0.40824 0.74530  -0.386
C: 1.46136 -0.01299 -0.55514  -0.439
C: 2.39267 -0.69729 -1.51226  0.253
C: 1.81526 -1.11132 -2.84027  -0.696
N: 3.59400 -0.88317 -1.14605  -0.276
N: 4.49762 -1.49129 -1.94020  -0.475
C: 5.80299 -1.68243 -1.52871  0.772
N: 6.04338 -1.25254 -0.26771  -0.843
O: 6.61128 -2.21688 -2.25498  -0.644
C: 0.35858 2.16009 1.10985  0.797
O: 0.78369 3.06055 0.44491  -0.576
O: -0.93736 2.01717 1.38801  -0.491
H: -4.27923 0.50006 -2.58176  0.210
H: -3.39890 1.34765 -1.31453  0.203
H: -5.14613 1.54438 -1.45583  0.203
H: -3.69978 -1.03688 -0.68923  0.189
H: -5.43105 -0.90677 -0.95665  0.203
H: -5.68142 0.65920 0.89178  0.202
H: -4.95350 -0.85452 1.42684  0.196
H: -3.92929 1.11677 2.48957  0.202
H: -3.46038 1.76170 0.92147  0.214
H: -2.46772 -0.86084 2.12339  0.209
H: -2.00235 -0.21714 0.53869  0.202
H: -1.55352 1.24930 3.16856  0.181
H: 0.31633 -0.15151 3.36986  0.226
H: 0.07054 -0.82620 1.76151  0.209
H: 1.76624 1.50113 2.55139  0.239
H: 2.62014 -0.45866 1.20211  0.217
H: 2.91501 1.13648 0.50307  0.230
H: 0.62772 -0.69377 -0.35477  0.205
H: 1.04796 0.86963 -1.05174  0.230
H: 1.90415 -2.19007 -2.97686  0.228
H: 0.76650 -0.83769 -2.90340  0.231
H: 2.35001 -0.62200 -3.65525  0.231
H: 4.26536 -1.82065 -2.87214  0.386
H: 5.32874 -0.71232 0.18942  0.413
H: 6.99054 -1.23307 0.06215  0.406

Force components x, y, z for each atom (eV/Å):
C 0.009 -0.266 0.069
C -0.107 0.148 0.091
C 0.140 0.026 -0.066
C -0.032 -0.296 -0.070
C -0.012 0.644 0.194
C -0.195 -0.702 0.291
C -0.036 0.185 0.012
C -0.052 -0.044 -0.059
C -0.265 0.162 -0.069
C 0.306 0.055 0.312
C -0.131 -0.101 -0.264
C 0.328 -0.027 0.149
N 0.009 0.231 0.515
N -0.496 -0.204 -0.836
C -0.044 0.023 0.206
N 0.003 0.143 0.300
O 0.226 -0.138 -0.252
C 0.764 -0.028 0.112
O -0.043 0.042 -0.079
O -0.478 0.268 -0.210
H 0.021 0.056 -0.110
H 0.104 0.130 -0.016
H -0.070 0.136 -0.020
H -0.011 -0.096 -0.032
H 0.064 -0.082 -0.008
H -0.090 -0.046 0.029
H -0.086 0.005 0.065
H 0.019 0.091 0.021
H -0.016 0.094 0.040
H 0.045 -0.093 0.001
H 0.122 -0.127 -0.048
H 0.052 -0.046 -0.133
H 0.000 -0.058 -0.011
H -0.025 -0.049 0.001
H -0.085 0.021 -0.068
H 0.058 0.049 0.042
H 0.075 -0.049 0.042
H -0.098 0.014 -0.048
H -0.090 -0.021 -0.032
H -0.021 -0.074 -0.066
H -0.050 0.002 -0.026
H 0.003 0.008 -0.112
H 0.130 0.056 0.200
H 0.068 -0.007 0.057
H -0.009 -0.034 -0.117



Record 2
The following is a quantum chemistry calculation of an isolated molecule of C3H4N2O3, from OMol25.

Results
HOMO energy   -8.306 eV
E_LUMO   0.22 eV
ΔE to the lowest compared entry with this formula, charge and spin   512.9 kJ/mol
Kohn-Sham gap   0.313 Eh
E   -451.7844 Eh
Net charge   0
SMILES   Oc1cn(O)c(O)n1

Each line ends with the natural charge from an NBO analysis.
Cartesian coordinates (Å):
O: 0.77617 0.53066 -2.61475  -0.648
C: 0.37752 0.42586 -1.35961  0.418
C: -0.49312 1.19206 -0.55095  -0.226
N: -0.64314 0.40624 0.66731  -0.098
O: -0.98146 0.82523 1.99718  -0.497
C: -0.09767 -0.72270 0.43241  0.590
O: 0.15333 -1.41140 1.53858  -0.722
N: 0.47215 -0.90537 -0.68246  -0.587
H: 1.61782 -0.18267 -2.64334  0.502
H: -1.02418 2.09989 -0.65896  0.228
H: -1.25653 -0.29738 2.29659  0.505
H: 1.09911 -1.96041 1.57801  0.537

Force components x, y, z for each atom (eV/Å):
O 3.687 -2.402 -0.382
C -3.369 -2.403 3.820
C 1.783 -1.471 0.494
N -2.142 4.368 -1.588
O -1.158 -5.514 -0.609
C 2.859 -1.779 1.534
O 2.966 -4.006 2.020
N 1.515 2.300 -3.715
H -3.337 2.716 -0.171
H -0.082 0.677 -0.157
H 1.180 5.193 -0.412
H -3.901 2.323 -0.833



Record 3
The following is a quantum chemistry calculation of a structure of composition C10H14AuN4O4S3, from OMol25.

Results
HOMO energy (spin up / spin down)   -5.114 / -5.805 eV
E_LUMO (spin up / spin down)   2.45 / -0.23 eV
Kohn-Sham gap (spin up / spin down)   0.278 / 0.205 Eh
⟨S²⟩   2.01
E   -2239.7342 Eh
Net charge   -1
2S+1   3

Each line ends with the Löwdin charge.
Cartesian coordinates (Å):
Au: 1.54047 -1.19687 -0.99266  0.712
S: 3.64606 -0.78649 0.16615  0.588
C: 3.82214 0.65063 -0.78535  -1.151
S: 2.51175 0.85813 -1.89430  0.582
C: 4.86778 1.52738 -0.66064  -0.389
C: 4.93661 2.70920 -1.45790  -0.259
N: 4.99072 3.66223 -2.10110  0.140
C: 5.91839 1.29801 0.27817  -0.258
N: 6.76480 1.11845 1.03720  0.141
C: 0.33673 0.18503 2.00981  -0.080
C: -0.34174 0.99545 0.91563  -0.212
N: -1.59366 0.39115 0.47510  -0.083
C: -2.74333 0.61353 1.33287  -0.218
C: -3.48447 1.90316 1.00365  -0.072
C: -1.66525 -0.32230 -0.66751  -0.405
C: -2.99800 -0.92280 -1.03152  -0.010
N: -0.63638 -0.49069 -1.43743  0.050
H: 1.30658 0.62043 2.25088  0.072
H: 0.49669 -0.84363 1.68939  0.047
H: -0.26344 0.16710 2.92174  0.065
H: 0.30536 1.10797 0.04890  0.061
H: -0.56891 2.00530 1.27064  0.116
H: -2.37617 0.64794 2.36073  0.113
H: -3.41431 -0.24246 1.28284  0.110
H: -2.81500 2.76155 1.06424  0.070
H: -4.30661 2.06581 1.70145  0.073
H: -3.89354 1.87146 -0.00636  0.066
H: -3.81133 -0.20097 -0.95575  0.071
H: -3.20209 -1.76799 -0.37472  0.090
H: -2.95201 -1.31386 -2.04358  0.085
H: -0.88685 -1.09845 -2.20896  0.048
O: 0.55977 -2.89728 0.17729  -0.422
S: 0.04556 -3.67590 -1.01091  0.299
O: 0.54154 -5.02260 -1.04081  -0.303
O: 0.74803 -2.85252 -2.15328  -0.401
O: -1.38593 -3.52512 -1.16388  -0.334

Force components x, y, z for each atom (eV/Å):
Au -0.177 0.442 0.116
S -0.050 -0.101 -0.172
C -0.076 -0.100 -0.014
S 0.113 0.026 0.064
C 0.075 0.061 0.019
C -0.013 -0.132 0.064
N 0.013 0.100 -0.049
C -0.115 0.018 -0.078
N 0.081 -0.003 0.060
C 0.060 0.022 0.024
C -0.010 0.064 -0.031
N 0.031 -0.048 -0.051
C -0.023 -0.043 0.084
C -0.008 0.019 -0.006
C -0.004 0.000 -0.021
C -0.010 0.037 -0.023
N 0.012 -0.188 -0.111
H 0.018 0.005 0.010
H -0.010 -0.036 -0.023
H -0.006 -0.004 0.012
H 0.013 -0.004 0.008
H 0.010 -0.010 0.019
H -0.029 0.013 -0.012
H 0.002 0.029 0.005
H 0.015 0.008 0.003
H -0.021 -0.004 0.022
H -0.006 0.003 -0.013
H 0.017 -0.006 -0.013
H 0.017 -0.032 0.011
H -0.012 0.000 0.014
H 0.051 0.032 -0.005
O -0.048 -0.086 0.045
S 0.112 0.112 0.026
O -0.039 -0.035 -0.023
O 0.021 -0.120 0.033
O -0.006 -0.038 0.006



Record 4
The following is a quantum chemistry calculation of an isolated molecule of C4H6N2, from OMol25.

Results
HOMO energy (spin up / spin down)   -7.918 / -7.634 eV
E_LUMO (spin up / spin down)   -0.29 / 0.37 eV
ΔE to the lowest compared entry with this formula, charge and spin   580.3 kJ/mol
Kohn-Sham gap (spin up / spin down)   0.281 / 0.294 Eh
E   -265.3146 Eh
Net charge   0

Each line ends with the natural charge from an NBO analysis.
Cartesian coordinates (Å):
N: -0.95259 -2.37268 1.43496  -0.285
C: -0.99807 -1.18039 1.11319  -0.089
C: -0.93585 0.05088 0.48790  -0.128
N: 0.29748 0.69005 0.23962  -0.394
C: 0.51496 1.12504 -1.13585  -0.241
C: 1.26095 -0.02935 -0.57520  -0.253
H: -1.79943 0.70390 0.56361  0.214
H: -1.39627 -1.04723 2.17326  0.354
H: 0.99899 2.09119 -1.25172  0.207
H: -0.27303 0.90172 -1.85276  0.201
H: 0.98441 -1.02342 -0.92282  0.204
H: 2.29844 0.09029 -0.27418  0.210

Force components x, y, z for each atom (eV/Å):
N 0.524 -0.397 -1.104
C -0.528 -1.057 1.781
C 0.402 1.061 -0.863
N -0.441 -0.282 0.089
C 0.022 0.257 -0.257
C 0.238 -0.206 -0.045
H 0.095 -0.137 -0.027
H -0.232 0.740 0.278
H -0.052 -0.176 0.034
H 0.128 0.044 0.122
H 0.025 0.160 0.053
H -0.183 -0.009 -0.060



Record 5
The following is a quantum chemistry calculation of a cluster of 2 separate species, CO4S in total, from OMol25.

Results
HOMO energy   -11.879 eV
E_LUMO   -0.78 eV
ΔE to the lowest compared entry with this formula, charge and spin   5.1 kJ/mol
Kohn-Sham gap   0.408 Eh
E   -737.2814 Eh
Net charge   0

Each line ends with the natural charge from an NBO analysis.
Cartesian coordinates (Å):
C: -1.71185 -0.44690 -0.18828  1.030
O: -2.64270 0.21811 -0.23521  -0.487
O: 1.91111 1.47831 0.27750  -0.844
O: -0.72155 -1.05645 -0.18983  -0.543
O: 2.75531 -0.53829 -0.70156  -0.838
S: 1.95909 0.06156 0.29148  1.682

Force components x, y, z for each atom (eV/Å):
C 1.282 -0.206 -0.345
O -1.136 0.430 0.144
O -0.374 1.052 0.286
O -0.276 -0.230 0.159
O 0.853 -1.136 -1.117
S -0.348 0.089 0.873



Record 6
The following is a quantum chemistry calculation of the ion C8H14FN2 with charge +1, from OMol25.

Results
HOMO energy   -11.642 eV
E_LUMO   -3.54 eV
ΔE to the lowest compared entry with this formula, charge and spin   49.9 kJ/mol
Kohn-Sham gap   0.298 Eh
E   -522.3106 Eh
Net charge   +1
SMILES   C[C@@H]([NH3+])[C@@](C)(F)c1ccc[nH]1

Each line ends with the natural charge from an NBO analysis.
Cartesian coordinates (Å):
C: 0.37165 2.12285 -0.47604  -0.652
C: 1.10144 0.82038 -0.09775  -0.010
N: 2.21965 1.30073 1.01216  -0.751
C: 0.29126 -0.33173 0.66154  0.358
C: 1.12110 -1.57761 1.22953  -0.641
F: -0.11679 0.27706 1.84244  -0.376
C: -0.87893 -0.69536 -0.25369  0.011
C: -0.84849 -1.32025 -1.50452  -0.292
C: -2.22332 -1.48344 -1.86639  -0.280
C: -3.02025 -0.99745 -0.89691  -0.044
N: -2.20124 -0.52745 0.02014  -0.460
H: -0.56711 2.51544 0.02347  0.261
H: 0.07252 2.15617 -1.52169  0.265
H: 1.14040 2.81733 -0.24081  0.198
H: 1.58423 0.42095 -1.00975  0.254
H: 2.71331 2.12214 0.60517  0.440
H: 2.95324 0.62487 1.33151  0.448
H: 1.82335 1.58595 1.98358  0.465
H: 0.32107 -2.26735 1.35453  0.256
H: 1.92048 -1.85891 0.54197  0.222
H: 1.52880 -1.38774 2.21980  0.223
H: -0.16608 -1.57382 -2.27478  0.238
H: -2.55534 -1.79276 -2.81139  0.229
H: -4.04477 -0.93149 -0.61737  0.230
H: -2.54019 -0.01851 0.74524  0.408

Force components x, y, z for each atom (eV/Å):
C -1.215 -0.146 0.500
C -0.728 -0.978 1.822
N 0.270 0.155 0.953
C 1.042 0.334 -0.416
C -0.500 1.897 -1.345
F -0.976 0.582 0.126
C 1.104 -0.617 -0.915
C -2.087 0.546 0.360
C 0.691 -0.189 -0.896
C -0.288 -0.135 -0.117
N 2.245 -0.046 1.060
H 1.165 -1.217 0.236
H 0.577 -0.159 -0.125
H 0.236 1.480 -0.595
H 0.349 0.170 0.863
H -0.279 -0.663 0.545
H -0.718 0.187 -1.000
H -0.020 -0.336 -2.317
H -0.056 -1.248 -0.061
H -0.338 -0.483 -0.002
H 0.070 0.403 -0.032
H 1.312 -0.149 0.237
H -0.292 -0.747 -0.970
H -0.729 -0.143 -0.755
H -0.833 1.501 2.845



Question: Which of these has the lowest net charge?
Answer: C10H14AuN4O4S3



Question: Among the records above, which one has the lowest E?
Answer: C10H14AuN4O4S3



Question: The highest E belongs to which entry?
Answer: C4H6N2



Question: Which formula does entry 2 have?
Answer: C3H4N2O3